A cluster of 11 separate species, C48H81BClF6N2O17 in total at a distorted geometry. Source: OMol25; level of theory: ωB97M-V/def2-TZVPD.

```
156
Properties=species:S:1:pos:R:3:forces:R:3:lowdin_charge:R:1
C -0.7394 4.9931 4.5950 0.907 -0.652 -0.245 -0.12
C -0.9819 4.0865 3.2602 0.694 1.057 0.911 -0.22
C 0.4758 4.0531 2.5211 -0.547 -0.810 0.897 -0.57
Cl 0.6952 5.6160 1.5746 0.062 -1.408 0.591 0.67
C 0.6742 2.7314 1.6232 -0.280 -1.895 -2.597 -0.01
C -0.1379 2.5311 0.2839 0.967 -1.791 0.258 0.02
C -1.2042 3.6002 -0.2782 -0.378 -1.166 0.965 -0.03
B -0.5869 4.3863 -1.5701 -0.243 0.654 -2.057 -0.50
O 0.5366 5.2937 -1.5542 -0.566 -2.751 -0.012 0.05
O -1.1878 4.1213 -2.8797 2.319 -0.569 2.413 0.07
C 0.0167 1.2321 -0.5786 1.711 0.160 3.651 0.10
C -0.7776 0.9377 -1.9259 0.490 0.381 -4.477 -0.32
O -0.1682 1.1119 -3.0223 -1.663 -0.530 4.834 0.11
O -2.1210 0.4943 -2.0110 2.958 0.497 1.408 -0.05
C -2.1846 -0.9663 -2.1494 -0.243 -1.393 0.192 -0.13
C -2.9863 -1.5450 -0.8709 -0.295 0.322 -0.291 -0.19
N -2.0948 -1.7149 0.3354 -0.908 0.200 -0.388 -0.01
C 1.0279 0.1753 -0.0650 -0.214 2.865 1.887 0.03
C 1.3242 -1.1773 -0.8658 -1.842 -2.857 0.655 -0.17
O 0.6629 -2.2306 -0.7180 2.761 4.256 -0.496 0.11
C 2.5569 -1.1901 -1.9000 -0.323 1.928 -1.995 -0.20
F 2.3144 -2.0153 -3.0450 0.683 1.867 3.264 0.07
F 2.6386 0.1529 -2.4260 0.013 -2.813 1.159 0.06
C 3.9793 -1.4767 -1.2125 1.644 1.133 -1.234 -0.19
F 4.9471 -1.5295 -2.2741 -2.286 -0.136 2.550 0.09
F 4.3345 -0.3298 -0.4241 -1.198 -2.935 -1.451 0.08
C 4.0875 -2.8574 -0.4054 0.457 -1.438 0.223 -0.17
F 3.3286 -2.8706 0.8201 1.078 0.243 -2.876 0.06
F 3.6240 -3.8997 -1.2899 0.697 2.611 2.332 0.06
C 5.6164 -3.1999 0.0424 2.270 0.923 0.937 -0.28
O 6.4057 -2.2820 0.3245 -3.055 -3.610 -1.321 0.14
O 5.9186 -4.5895 0.1142 -2.065 3.714 0.152 0.04
C 1.7701 0.4456 1.2560 -2.242 1.000 -2.397 0.08
N 1.5789 1.6584 2.0374 -1.683 -0.737 -2.530 -0.06
C 2.3776 1.7099 3.3235 -0.264 0.381 0.473 -0.01
H -0.0378 4.3966 5.3003 -1.304 0.863 -0.920 0.09
H -0.1514 5.9485 4.3203 -1.234 -1.581 0.303 0.05
H -1.7092 5.2891 5.1089 1.461 -0.521 -0.758 0.08
H -1.3176 3.0285 3.5496 0.438 1.553 -0.578 0.13
H -1.7611 4.6507 2.6468 1.107 -1.143 0.566 0.10
H 1.2356 4.1135 3.3902 -1.032 -0.332 -1.792 0.10
H -1.5662 4.2821 0.5654 0.750 -0.910 -1.232 0.09
H -2.1359 2.9710 -0.5937 1.509 1.071 0.407 0.12
H 1.3075 4.7421 -1.8492 -0.610 1.103 0.291 0.12
H -0.4004 3.8419 -3.4179 -1.202 0.717 0.018 0.11
H -1.1137 -1.3689 -2.2214 -1.630 0.327 0.234 0.11
H -2.6922 -1.2104 -3.1503 0.516 0.533 1.540 0.13
H -3.8129 -0.7661 -0.6551 1.310 -1.247 -0.374 0.13
H -3.5009 -2.5445 -1.1038 0.772 1.479 -0.028 0.13
H -1.9798 -2.7289 0.5142 -0.173 1.059 0.052 0.04
H -2.5434 -1.2908 1.1709 0.347 -0.673 -0.914 0.08
H 5.0923 -4.9762 0.5201 1.143 -0.111 -0.340 0.11
H 2.4954 -0.3591 1.6272 -1.192 1.633 -0.306 0.14
H 3.3140 2.3158 3.0891 -1.161 -0.948 0.586 0.13
H 1.7524 2.2060 4.1570 1.049 -0.877 -1.481 0.12
H 2.5774 0.6326 3.6343 -0.131 1.631 -0.435 0.10
C 6.6824 -6.8974 -1.4642 0.304 -0.052 0.337 -0.03
C 7.0828 -8.3478 -1.4014 0.436 -0.322 0.512 -0.50
O 7.7745 -8.7729 -0.4948 -0.381 0.257 -0.413 0.06
C 6.5946 -9.2510 -2.5029 0.186 -0.351 0.136 -0.03
H 7.1048 -6.3693 -0.6087 -0.017 -0.181 -0.197 0.07
H 7.0680 -6.4444 -2.3802 -0.220 0.010 -0.052 0.09
H 5.5942 -6.8107 -1.4270 0.026 0.046 -0.227 0.08
H 6.9760 -8.9031 -3.4653 -0.209 0.053 -0.021 0.09
H 5.5025 -9.2686 -2.5127 0.032 0.112 -0.182 0.08
H 6.9595 -10.2653 -2.3277 -0.044 0.152 -0.009 0.09
C -0.3609 8.8498 4.8493 0.063 -0.360 -0.087 -0.01
C -1.8435 8.5890 4.8054 -0.345 -0.595 -0.074 -0.48
O -2.2872 7.4609 4.6651 0.138 0.801 0.015 0.03
C -2.7594 9.7756 4.9410 -0.357 -0.233 -0.051 -0.01
H 0.1759 7.9057 4.7396 -0.052 0.165 0.043 0.06
H -0.0760 9.5122 4.0287 0.005 0.192 0.193 0.09
H -0.0905 9.2967 5.8082 0.025 0.184 -0.147 0.09
H -2.5797 10.4785 4.1246 0.152 0.131 0.188 0.08
H -2.5952 10.2636 5.9040 0.103 0.164 -0.149 0.09
H -3.7972 9.4386 4.8915 0.153 0.005 0.019 0.08
C -1.9628 -6.3770 2.1732 0.022 0.191 -0.404 -0.01
C -2.5738 -5.1171 2.7256 -0.149 0.343 -0.423 -0.50
O -2.7814 -4.1495 2.0140 0.151 -0.413 0.390 0.04
C -2.9186 -5.0981 4.1909 -0.162 0.447 -0.036 -0.02
H -1.7670 -6.2470 1.1064 -0.044 -0.008 0.141 0.09
H -1.0178 -6.5849 2.6799 -0.123 -0.166 0.106 0.09
H -2.6535 -7.2128 2.3029 0.159 -0.047 0.152 0.09
H -2.0159 -5.2493 4.7872 -0.087 -0.233 0.039 0.08
H -3.6516 -5.8771 4.4102 0.194 -0.082 0.101 0.09
H -3.3504 -4.1284 4.4487 0.042 -0.126 -0.051 0.09
C 6.2611 -7.2255 3.9719 -0.434 -0.059 -0.172 -0.01
C 6.3438 -5.9433 3.1894 -0.268 0.115 -0.236 -0.47
O 5.4053 -5.5503 2.5157 0.073 -0.230 0.407 0.03
C 7.6283 -5.1641 3.2686 -0.209 0.345 -0.289 -0.01
H 5.2793 -7.6796 3.8205 0.136 0.067 0.009 0.08
H 7.0265 -7.9226 3.6244 0.085 0.073 0.177 0.09
H 6.3915 -7.0200 5.0365 0.204 -0.083 -0.052 0.09
H 8.4541 -5.7702 2.8901 0.026 -0.017 0.210 0.10
H 7.8195 -4.8672 4.3021 0.149 -0.177 -0.019 0.09
H 7.5446 -4.2640 2.6552 0.015 -0.127 0.062 0.08
C -4.8064 3.5889 -2.8502 0.460 0.041 0.055 -0.01
C -5.3380 2.8706 -1.6445 0.395 -0.091 0.097 -0.49
O -4.5850 2.3918 -0.8129 -0.174 0.079 -0.074 0.03
C -6.8322 2.7644 -1.5015 -0.005 -0.293 0.409 -0.02
H -3.7139 3.5875 -2.8196 -0.124 0.019 0.025 0.07
H -5.1318 3.0789 -3.7609 -0.026 0.361 0.297 0.05
H -5.1552 4.6245 -2.8496 -0.131 -0.051 -0.120 0.09
H -7.2480 2.2186 -2.3509 -0.009 0.236 -0.087 0.07
H -7.2715 3.7624 -1.4410 -0.051 -0.055 -0.206 0.09
H -7.0707 2.2206 -0.5843 0.048 0.084 -0.097 0.08
C -7.8136 1.0506 -6.2445 -0.048 0.418 0.166 -0.02
C -6.5395 0.8304 -5.4741 0.240 0.335 0.316 -0.47
O -6.0841 1.6937 -4.7433 -0.442 -0.681 -0.516 0.04
C -5.8488 -0.4964 -5.6408 0.289 0.142 0.278 -0.01
H -8.2000 2.0489 -6.0275 0.068 -0.134 -0.023 0.09
H -7.6174 0.9765 -7.3161 -0.105 -0.194 0.039 0.09
H -8.5612 0.3130 -5.9447 0.060 -0.082 -0.204 0.09
H -5.5651 -0.6393 -6.6855 -0.125 -0.155 0.037 0.09
H -6.5092 -1.3026 -5.3142 -0.024 -0.027 -0.225 0.09
H -4.9451 -0.5136 -5.0274 -0.106 0.024 -0.117 0.07
C -1.6292 14.2817 1.9133 0.196 0.100 0.347 -0.02
C -1.2283 12.8318 1.9694 0.415 -0.198 0.551 -0.51
O -0.5514 12.3976 2.8840 -0.364 0.102 -0.408 0.05
C -1.6967 11.9393 0.8506 0.157 -0.339 0.143 -0.03
H -1.2222 14.8036 2.7821 -0.046 -0.099 -0.119 0.09
H -1.2286 14.7434 1.0083 -0.218 -0.009 -0.053 0.09
H -2.7178 14.3674 1.9318 0.040 0.055 -0.215 0.09
H -1.2991 12.2970 -0.1015 -0.216 0.050 -0.021 0.09
H -2.7883 11.9211 0.8218 0.039 0.125 -0.189 0.09
H -1.3338 10.9233 1.0219 -0.030 0.140 -0.012 0.08
C 1.2945 -4.8219 -2.7977 -0.430 -0.051 0.124 -0.03
C 0.4056 -5.7513 -3.5791 -0.842 -0.169 0.277 -0.51
O -0.7846 -5.8452 -3.3312 0.737 0.030 -0.105 0.05
C 1.0422 -6.5603 -4.6781 -0.383 -0.179 -0.117 -0.02
H 0.7004 -4.3051 -2.0412 0.092 -0.086 -0.124 0.07
H 2.0799 -5.3910 -2.2968 0.079 0.058 -0.199 0.08
H 1.7321 -4.0797 -3.4660 0.158 -0.237 0.034 0.07
H 1.8165 -7.2084 -4.2619 0.132 0.149 -0.112 0.09
H 1.4704 -5.8938 -5.4303 0.205 -0.074 0.084 0.09
H 0.2827 -7.1840 -5.1546 0.093 0.092 0.080 0.09
C -1.4249 -3.4719 -5.2296 -0.388 0.083 -0.171 -0.02
C -1.3451 -2.1876 -6.0120 -0.596 0.222 -0.448 -0.50
O -2.2845 -1.7941 -6.6788 0.430 -0.158 0.380 0.06
C -0.0580 -1.4090 -5.9375 -0.110 0.287 -0.238 -0.01
H -2.4079 -3.9244 -5.3768 0.155 0.032 0.033 0.10
H -0.6630 -4.1702 -5.5813 0.056 0.059 0.177 0.08
H -1.2899 -3.2679 -4.1650 0.201 -0.152 -0.029 0.07
H 0.7659 -2.0152 -6.3209 0.055 -0.010 0.202 0.09
H 0.1384 -1.1131 -4.9043 0.151 -0.111 -0.010 0.06
H -0.1440 -0.5083 -6.5491 -0.004 -0.124 0.096 0.09
C 0.9820 -2.9267 5.6150 0.038 0.358 0.284 -0.01
C 0.5373 -2.0043 4.5119 -0.082 0.509 0.074 -0.49
O 0.4426 -0.8017 4.6913 0.204 -0.388 -0.202 0.04
C 0.2130 -2.6238 3.1775 -0.011 0.429 -0.094 0.00
H 1.1807 -2.3434 6.5168 -0.046 -0.077 -0.127 0.09
H 0.1949 -3.6515 5.8334 0.144 -0.128 -0.096 0.08
H 1.8997 -3.4414 5.3218 -0.147 -0.177 -0.027 0.09
H -0.6083 -3.3351 3.2875 0.167 -0.065 -0.081 0.07
H 1.0968 -3.1255 2.7759 -0.102 -0.214 0.053 0.09
H -0.0936 -1.8413 2.4787 -0.047 -0.126 0.041 0.07
```
Forces are in eV/Å.

## Properties
Frontier orbital gap = 0.242 Ha
Maximum force = 5.14 eV/A
2S+1 = 1
Lowest unoccupied orbital energy = -4.19 eV
Net charge = +1